This record from OMol25 describes the molecule C5H8N2S at a distorted geometry. The level of theory is ωB97M-V/def2-TZVPD.

Summary:
Frontier orbital gap   8.63 eV
Electronic energy   -702.98482 Ha
Total charge   0

Atoms and positions in Å:
C  -1.1931  -1.5555  -0.2003
C  -0.9783  0.5789  0.2658
C  0.2132  -0.0577  -0.0256
C  -1.3559  1.9383  0.6740
C  2.8391  -0.6457  -0.7226
N  0.0337  -1.3627  -0.3550
N  -1.8814  -0.4290  0.1716
S  2.0273  0.6739  0.1878
H  -1.6565  -2.5835  -0.1294
H  -1.8163  2.4793  -0.1991
H  -2.0943  1.8152  1.3845
H  -0.3866  2.4159  1.1039
H  2.5166  -1.5754  -0.4074
H  3.8529  -0.5984  -0.5697
H  2.6580  -0.6189  -1.7568
H  -2.7785  -0.4749  0.5783

Results of the Löwdin charge analysis, in e, for atoms 1 through 4: -0.239, -0.354, -0.434, -0.030


This record from OMol25 describes the molecule C5H8N2S at a distorted geometry. The level of theory is ωB97M-V/def2-TZVPD.

Summary:
Frontier orbital gap   8.66 eV
Electronic energy   -702.98280 Ha
Total charge   0

Atoms and positions in Å:
C  3.1763  -0.1364  -0.0413
C  1.6986  -0.1447  -0.0553
C  -1.1079  -0.0702  0.1019
C  -0.3735  1.2511  0.2686
C  1.1093  1.2175  -0.1931
H  3.5914  0.4356  0.8600
H  3.4565  0.4278  -0.9118
H  3.5767  -1.1378  -0.0242
H  -0.7331  -2.0166  0.2549
H  -0.5024  1.7047  1.2751
H  -0.9451  1.9890  -0.2784
H  1.1659  1.5558  -1.1849
H  1.6593  1.9238  0.4530
N  1.0944  -1.2348  0.0943
N  -0.2863  -1.1331  0.0101
S  -2.7464  -0.0632  -0.1037

Results of the Löwdin charge analysis, in e, for atoms 1 through 4: -0.044, -0.383, -0.831, -0.191


This record from OMol25 describes the molecule C5H8N2S at a distorted geometry. The level of theory is ωB97M-V/def2-TZVPD.

Summary:
Frontier orbital gap   8.14 eV
Electronic energy   -702.85452 Ha
Total charge   0

Atoms and positions in Å:
C  1.6987  1.3737  -0.3750
C  1.3241  -0.0956  -0.0838
C  -0.7631  0.5936  -0.0754
C  -2.2030  0.3681  0.0522
C  -0.2680  -1.8820  0.2623
N  0.0706  -0.5006  0.0043
N  1.9296  2.2215  0.5209
S  2.6683  -1.0233  0.0073
H  1.9679  1.5869  -1.3936
H  -2.4046  -0.0029  1.0223
H  -2.7772  1.2610  -0.3883
H  -2.6528  -0.3858  -0.7056
H  0.1813  -2.3107  1.2661
H  -1.4022  -1.8482  0.1171
H  0.3006  -2.4329  -0.4282
H  2.3302  3.0772  0.1973

Results of the Löwdin charge analysis, in e, for atoms 1 through 4: -0.324, -0.796, -0.001, -0.136


This record from OMol25 describes the molecule C5H8N2S2 at a distorted geometry. The level of theory is ωB97M-V/def2-TZVPD.

Summary:
Frontier orbital gap (spin up / spin down)   8.11 / 6.71 eV
Electronic energy   -1101.00917 Ha
Total charge   0

Atoms and positions in Å:
C  -0.7861  -0.8280  0.8650
C  -0.0476  -0.6424  -0.1618
C  -0.6897  1.8789  -0.7797
C  -0.5367  1.9520  1.7272
C  1.0850  -1.4519  -0.6168
N  0.0790  0.7131  -0.8585
N  -0.9899  2.3679  0.4989
S  -1.1511  2.5926  -2.1667
S  1.0663  1.6030  2.2241
H  -1.3947  -1.0518  1.6516
H  -1.0184  2.6065  2.4281
H  1.1493  -1.7210  -1.6263
H  0.9629  -2.4151  -0.2299
H  2.0688  -0.9742  -0.2134
H  0.3775  0.4245  -1.7319
H  -1.9881  2.6131  0.4970
H  1.4849  1.1121  1.0926

Results of the Löwdin charge analysis, in e, for atoms 1 through 4: 0.187, -0.413, -0.899, -0.570


This record from OMol25 describes an isolated ion of composition C5H8N3 and charge +1 at a distorted geometry. The level of theory is ωB97M-V/def2-TZVPD.

Summary:
Frontier orbital gap (spin up / spin down)   6.19 / 6.19 eV
Electronic energy   -359.20296 Ha
Total charge   +1

Atoms and positions in Å:
C  0.1501  1.0546  -0.1231
C  -1.1524  0.9499  0.0643
C  -1.8676  -1.2619  -0.5388
C  1.3319  0.2243  -0.1485
C  1.6018  -1.0838  0.1492
N  -2.0266  -0.0988  -0.0249
N  2.4055  1.0395  -0.4876
N  1.9567  -2.2162  0.3141
H  0.6006  2.0701  -0.2394
H  -1.7120  1.8475  0.0748
H  -2.7221  -1.9034  -0.7922
H  -3.0866  0.1526  0.2827
H  3.2402  0.5029  -0.7276
H  2.5629  1.8838  -0.0340
H  2.4539  -2.7151  1.0637
H  -0.9174  -1.3704  -1.0088

Results of the Löwdin charge analysis, in e, for atoms 1 through 4: -0.003, -0.120, 0.145, -0.317


This record from OMol25 describes an isolated ion of composition C5H8N3 and charge +1 at a distorted geometry. The level of theory is ωB97M-V/def2-TZVPD.

Summary:
Frontier orbital gap   10.33 eV
Electronic energy   -359.19109 Ha
Total charge   +1

Atoms and positions in Å:
C  -1.3072  -0.4991  -1.8199
C  -0.2265  0.3239  -1.6249
C  -1.3853  -0.9887  -0.3479
C  1.4317  0.8948  1.4020
C  -0.3040  0.0027  -0.0209
N  0.2214  1.6299  1.3756
N  -0.6574  1.1896  0.6603
N  1.0028  -0.4035  0.7381
H  -1.9414  -0.7931  -2.6488
H  0.1403  1.2560  -2.0831
H  -2.2715  -0.6555  0.1446
H  -1.2671  -2.1683  -0.3263
H  2.2031  1.3228  0.7353
H  1.9999  0.7983  2.4273
H  1.7156  -0.7256  0.0032
H  0.6456  -1.1842  1.3854

Results of the Löwdin charge analysis, in e, for atoms 1 through 4: 0.008, 0.054, -0.089, -0.120


This record from OMol25 describes an isolated ion of composition C5H8N3O2 and charge +1 at a distorted geometry. The level of theory is ωB97M-V/def2-TZVPD.

Summary:
Frontier orbital gap (spin up / spin down)   8.04 / 5.49 eV
Electronic energy   -509.66429 Ha
Total charge   +1

Atoms and positions in Å:
C  -3.2861  1.0770  -0.3499
C  -1.0312  1.6639  -0.9684
C  1.4437  -0.8094  1.2946
C  -0.0155  -0.6676  -0.9045
C  0.2645  -0.2919  0.5444
N  -2.2631  1.3194  -0.7948
N  -0.1238  0.7156  -1.4503
N  2.3004  -1.6784  0.7087
O  1.5450  -0.5865  2.6136
O  -0.4046  0.5723  1.1588
H  -4.2980  0.9773  -0.6348
H  -0.9283  2.6934  -1.0294
H  0.8156  -1.0559  -1.3923
H  -0.8353  -1.3106  -1.0373
H  0.8653  1.0756  -1.6655
H  2.1910  -1.6299  -0.3849
H  3.0550  -1.9714  1.2423
H  0.7055  -0.0928  3.0498

Results of the Löwdin charge analysis, in e, for atoms 1 through 4: 0.236, -0.093, -0.287, -0.069


This record from OMol25 describes C5H8N3S2 as an isolated structure at a distorted geometry. The level of theory is ωB97M-V/def2-TZVPD.

Summary:
Frontier orbital gap   7.96 eV
Electronic energy   -1155.63896 Ha
Total charge   +1

Atoms and positions in Å:
C  -2.2387  -0.8169  0.0686
C  -3.4483  -0.8182  0.1712
C  1.6226  -0.6424  -0.3725
C  -0.7459  -0.7715  0.0752
C  -4.9052  -0.8581  0.2245
N  1.0915  0.5519  -0.3269
N  -0.2392  0.4548  -0.0152
N  4.3856  1.5039  0.0430
S  3.2863  -1.0476  -0.4839
S  0.4074  -1.9323  -0.0890
H  -5.4078  -0.7458  -0.7428
H  -5.3254  -0.0853  0.8300
H  -5.0116  -1.8777  0.7002
H  3.7532  2.0032  -0.5611
H  -0.8310  1.2553  -0.0104
H  4.2502  1.7266  0.9919
H  5.3623  1.6670  -0.3094
H  3.9939  0.4330  -0.1934

Results of the Löwdin charge analysis, in e, for atoms 1 through 4: 0.024, -0.047, -1.015, -0.557


This record from OMol25 describes the molecule C5H8N4 at a distorted geometry. The level of theory is ωB97M-V/def2-TZVPD.

Summary:
Frontier orbital gap   9.09 eV
Electronic energy   -414.26442 Ha
Total charge   0

Atoms and positions in Å:
C  -1.4475  -0.0469  -0.1152
C  -0.0489  0.0115  0.3286
C  0.4979  -1.2226  1.1124
C  0.9504  -0.9863  -0.3490
C  2.1136  -0.1424  -0.6946
H  -2.0490  1.6445  0.7813
H  -3.0749  1.1128  -0.3026
H  -2.8946  -1.0245  -0.7113
H  1.2426  -0.9467  1.8827
H  -0.2070  -2.0155  1.3078
H  0.6159  -1.8263  -1.0137
H  3.0546  -0.5787  -1.2137
H  0.3587  2.0805  0.3992
N  -2.0928  1.2001  -0.1017
N  -1.9195  -1.1171  -0.5012
N  1.9338  1.0464  -0.2302
N  0.7300  1.1383  0.4298

Results of the Löwdin charge analysis, in e, for atoms 1 through 4: -0.454, -0.364, -0.015, -0.178


This record from OMol25 describes C5H8N4 as an isolated structure at a distorted geometry. The level of theory is ωB97M-V/def2-TZVPD.

Summary:
Frontier orbital gap   9.30 eV
Electronic energy   -414.13977 Ha
Total charge   0

Atoms and positions in Å:
C  -2.6124  0.3767  0.1630
C  -0.0127  -0.3823  -0.2137
C  0.8536  -1.3558  0.0001
C  2.2852  -0.8022  0.2037
C  0.7891  1.0259  -0.2567
H  -3.7874  -1.1676  -0.5513
H  -2.4674  1.6105  0.7567
H  -2.1368  -1.4190  -0.8748
H  0.7051  -2.3462  0.1553
H  2.4591  -0.6288  1.4798
H  3.2734  -1.2477  -0.2261
H  2.7848  1.1872  -0.0590
H  0.8565  2.8939  0.1144
N  -3.7926  0.0177  0.1619
N  -1.4827  -0.4724  -0.4778
N  2.0959  0.5693  -0.2567
N  0.1893  2.1408  -0.1189

Results of the Löwdin charge analysis, in e, for atoms 1 through 4: -0.390, -0.173, -0.049, -0.167


This record from OMol25 describes a 2-piece molecular cluster, C5H8N4O2S overall at a distorted geometry. The level of theory is ωB97M-V/def2-TZVPD.

Summary:
Multiplicity   3
Frontier orbital gap (spin up / spin down)   7.30 / 7.17 eV
Electronic energy   -962.70596 Ha
<S²>   2.02
Total charge   0

Atoms and positions in Å:
C  2.4091  -1.5875  0.1600
C  1.3630  -0.4742  1.8347
C  1.6376  -0.8500  -0.9042
C  0.3799  -0.4760  -0.1364
C  -2.4133  -0.1283  0.0498
N  2.3660  -1.3152  1.3948
N  0.3178  -0.1615  1.1556
N  0.0162  1.6863  -0.9003
N  2.5514  0.3311  -1.1186
O  3.1418  0.4171  -2.1747
O  2.7352  1.0196  -0.1635
S  -1.1665  -1.0208  -0.8711
H  3.0578  -2.4991  -0.1540
H  1.6749  -0.0164  2.8568
H  1.4820  -1.2356  -1.8320
H  -2.7171  -0.6193  1.0314
H  -3.3943  -0.3564  -0.5014
H  -2.0888  0.8078  0.0365
H  0.2347  2.5280  -0.3195
H  0.7782  1.3340  -1.6085

Results of the Löwdin charge analysis, in e, for atoms 1 through 4: -0.116, -0.215, -0.189, -0.588


This record from OMol25 describes a 2-piece molecular cluster, C5H8N4O2S2 overall at a distorted geometry. The level of theory is ωB97M-V/def2-TZVPD.

Summary:
Frontier orbital gap   9.79 eV
Electronic energy   -1361.12915 Ha
Total charge   0

Atoms and positions in Å:
C  -2.3983  0.4165  1.3788
C  -2.4013  -1.7887  1.7034
C  -1.1482  -0.0305  0.5924
C  -1.2505  -1.2284  -2.7600
C  2.2790  1.2869  0.3775
N  -3.0628  -0.7406  1.8318
N  -2.2380  -1.2465  -2.2059
N  -0.0671  -1.3851  -3.2348
N  -0.2909  0.7977  0.1960
O  1.1198  0.9573  -1.7877
O  1.4203  -1.1552  -0.5202
S  -0.8951  -1.8173  0.7355
S  1.1419  0.2640  -0.5529
H  -2.1754  0.9161  2.3107
H  -2.7509  -2.8122  2.1365
H  1.7320  1.8394  1.1107
H  3.0717  0.7342  0.9323
H  2.7562  1.9820  -0.3314
H  -2.9513  1.1320  0.7896
H  0.6006  -1.4759  -2.4743
H  0.0398  -0.6924  -3.9486

Results of the Löwdin charge analysis, in e, for atoms 1 through 4: -0.192, -0.463, -0.548, -0.455


- Among the records above, which one has the lowest electronic energy?
  C5H8N4O2S2